[1]
{"formula": "C59H47BrCl5GeN2O3P2SSc", "method": "ωB97M-V/def2-TZVPD", "homo_lumo_gap_ev": [3.663, 4.013], "charge": -2, "multiplicity": 1, "e_lumo_ev": [3.609, 3.608], "species": ["Br", "Ge", "Sc", "Cl", "Cl", "Cl", "Cl", "Cl", "S", "P", "P", "O", "O", "O", "N", "N", "C", "C", "C", "C", "C", "C", "C", "C", "C", "C", "C", "C", "C", "C", "C", "C", "C", "C", "C", "C", "C", "C", "C", "C", "C", "C", "C", "C", "C", "C", "C", "C", "C", "C", "C", "C", "C", "C", "C", "C", "C", "C", "C", "C", "C", "C", "C", "C", "C", "C", "C", "C", "C", "C", "C", "C", "C", "C", "C", "H", "H", "H", "H", "H", "H", "H", "H", "H", "H", "H", "H", "H", "H", "H", "H", "H", "H", "H", "H", "H", "H", "H", "H", "H", "H", "H", "H", "H", "H", "H", "H", "H", "H", "H", "H", "H", "H", "H", "H", "H", "H", "H", "H", "H", "H", "H"], "coordinates": [[3.772, -0.516, -3.210], [3.161, -1.325, 0.413], [0.265, 0.273, -1.552], [1.036, 1.378, -7.048], [0.708, -1.291, -8.649], [0.935, 1.320, -3.899], [0.264, -3.967, -3.955], [0.317, -3.972, -7.089], [-5.019, 2.043, 4.227], [-2.604, 1.962, -1.311], [-0.987, 0.715, 0.832], [0.225, 2.173, -1.090], [0.918, 4.268, -0.787], [0.506, -1.286, -2.804], [2.788, 1.125, -1.062], [-2.534, 1.264, 0.321], [4.909, -0.291, 4.226], [-1.984, -2.720, 2.780], [-6.611, 0.975, -2.017], [-2.275, 0.621, -3.693], [5.003, -3.346, -0.667], [-4.359, 3.697, 3.901], [-5.606, 1.531, 2.582], [-1.595, -1.786, 1.836], [-3.451, 1.823, 1.304], [1.429, -4.965, 1.814], [1.175, 3.079, -0.940], [-0.248, 2.095, 1.767], [-0.073, 4.424, 2.350], [4.976, 1.697, -1.887], [3.906, 0.866, -1.856], [-2.626, -1.926, -2.618], [2.529, 2.542, -0.981], [4.910, -2.037, -0.205], [2.426, -0.965, 3.244], [-2.446, -0.860, -1.758], [2.576, -0.669, 4.589], [0.455, -5.265, 0.874], [6.064, -1.256, -0.238], [3.501, -0.925, 2.353], [-1.464, -0.438, 2.177], [0.823, -0.114, -6.210], [0.894, 1.839, 2.524], [2.124, 0.149, -0.286], [-2.077, -0.986, 4.445], [1.533, 2.860, 3.205], [4.906, 2.949, -1.237], [-5.261, 0.855, -1.738], [1.066, -3.289, -0.352], [-0.710, 3.402, 1.662], [0.673, -1.299, -6.921], [3.825, -0.326, 5.087], [-1.683, -0.054, 3.499], [-2.481, -0.446, -4.517], [-7.194, 2.234, -2.121], [0.782, -0.131, -4.827], [0.281, -4.426, -0.213], [0.583, -1.312, -4.083], [1.040, 4.155, 3.129], [6.198, -3.859, -1.149], [-6.412, 3.369, -1.961], [0.499, -2.489, -6.218], [-2.235, -2.319, 4.087], [7.333, -3.067, -1.174], [4.744, -0.591, 2.881], [-4.580, 0.869, 1.677], [-2.197, 0.471, -2.262], [2.205, -3.826, 1.668], [3.624, 3.379, -0.929], [-5.059, 3.239, -1.686], [-4.464, 1.987, -1.550], [0.461, -2.498, -4.833], [7.262, -1.761, -0.712], [2.032, -2.955, 0.591], [-2.629, -1.759, -3.999], [6.238, -4.878, -1.516], [-2.520, -0.289, -5.588], [-2.772, -2.916, -2.200], [-2.565, -1.004, -0.690], [-6.853, 4.353, -2.057], [-2.262, -0.669, 5.464], [-1.362, -2.109, 0.829], [1.549, 4.961, 3.644], [3.951, -0.090, 6.138], [-6.432, 0.847, 2.782], [-1.526, 3.639, 0.993], [-4.398, 4.251, 4.837], [1.716, -0.701, 5.247], [-7.210, 0.085, -2.164], [-0.466, -4.651, -0.964], [5.836, 1.415, -2.482], [-6.031, 2.414, 2.099], [5.891, -0.030, 4.603], [-2.070, -3.762, 2.499], [1.444, -1.246, 2.881], [-2.757, -2.602, -4.661], [-3.331, 3.675, 3.545], [-4.983, 4.207, 3.170], [3.415, 4.417, -0.706], [1.305, 0.830, 2.556], [-5.089, 0.538, 0.767], [-2.904, 2.088, 2.213], [1.581, -5.615, 2.667], [2.956, -3.607, 2.416], [-0.425, 5.440, 2.235], [5.612, -0.565, 2.236], [-8.251, 2.327, -2.340], [-2.538, -3.047, 4.828], [-4.440, 4.123, -1.577], [-0.157, -6.152, 0.985], [-2.191, 1.617, -4.116], [-4.806, -0.126, -1.682], [8.266, -3.461, -1.559], [-3.882, 2.759, 0.921], [8.141, -1.127, -0.741], [2.428, 2.641, 3.772], [5.762, 3.603, -1.182], [0.920, -2.664, -1.221], [4.123, -3.977, -0.664], [6.022, -0.221, 0.076], [-1.552, 0.981, 3.789], [-4.163, -0.016, 2.163]]}

=====

[2]
{"formula": "C59H48BrCl8GeN3OP2SW", "method": "ωB97M-V/def2-TZVPD", "homo_lumo_gap_ev": [4.510, 3.061], "charge": 3, "multiplicity": 2, "s_squared": 0.753, "e_lumo_ev": [-9.881, -11.330], "species": ["W", "Br", "Ge", "Cl", "Cl", "Cl", "Cl", "Cl", "Cl", "Cl", "Cl", "S", "P", "P", "O", "N", "N", "N", "C", "C", "C", "C", "C", "C", "C", "C", "C", "C", "C", "C", "C", "C", "C", "C", "C", "C", "C", "C", "C", "C", "C", "C", "C", "C", "C", "C", "C", "C", "C", "C", "C", "C", "C", "C", "C", "C", "C", "C", "C", "C", "C", "C", "C", "C", "C", "C", "C", "C", "C", "C", "C", "C", "C", "C", "C", "C", "C", "H", "H", "H", "H", "H", "H", "H", "H", "H", "H", "H", "H", "H", "H", "H", "H", "H", "H", "H", "H", "H", "H", "H", "H", "H", "H", "H", "H", "H", "H", "H", "H", "H", "H", "H", "H", "H", "H", "H", "H", "H", "H", "H", "H", "H", "H", "H", "H"], "coordinates": [[0.591, -0.404, 0.329], [1.083, -2.590, -0.968], [2.006, -1.664, 2.135], [-0.671, 3.627, 5.506], [2.334, 1.441, 1.553], [5.024, 1.398, -2.490], [2.140, 3.311, 4.130], [-3.150, 2.201, 4.270], [-2.773, 0.360, 1.780], [5.518, -1.498, -2.235], [3.448, -0.593, -4.036], [-4.545, 2.889, -4.365], [-1.596, -0.627, -1.146], [0.088, 1.882, -0.796], [-3.238, -5.178, 1.258], [-1.302, 1.347, -1.576], [-0.950, -1.780, 1.107], [2.314, -0.087, -0.777], [-0.166, 0.812, 1.940], [-0.021, -1.224, -4.886], [0.871, 1.583, 2.479], [-2.828, 3.514, -4.352], [1.374, -1.652, 6.915], [5.763, -0.004, 3.207], [-2.530, -4.074, 1.263], [0.563, -0.819, 6.164], [-1.990, 4.500, 1.600], [-1.745, -2.555, -3.174], [-1.905, -3.543, 2.399], [3.297, -0.191, -1.422], [4.274, -0.233, -2.457], [2.993, -4.357, 1.226], [0.775, 2.450, 3.557], [-4.329, -1.086, -0.337], [6.135, -1.068, 1.093], [-1.884, 2.495, -3.729], [1.669, -1.537, 4.134], [-5.164, 3.617, -5.886], [-3.440, -0.604, -1.298], [3.157, -5.727, 1.309], [-1.397, -3.117, -4.389], [0.836, 4.217, -2.255], [-2.450, -3.320, 0.078], [-5.307, -0.321, -2.804], [0.633, 4.120, 0.782], [-1.409, 1.070, 2.535], [-1.680, 3.449, 0.755], [6.620, -0.351, 2.175], [2.350, 2.782, -4.091], [2.488, -2.362, 4.907], [2.102, -3.693, 2.068], [3.931, -1.079, 2.068], [-0.351, -0.665, -3.664], [4.791, -1.396, 1.025], [-5.679, -1.202, -0.617], [-1.204, -1.330, -2.792], [0.711, -0.772, 4.786], [0.983, 2.836, -2.099], [-1.126, -2.420, 2.273], [-0.993, 5.348, 2.053], [4.429, -0.357, 3.150], [1.344, -4.454, 2.962], [-1.591, 1.930, 3.619], [-2.154, 2.333, -2.224], [1.743, 2.131, -3.032], [2.397, -6.470, 2.200], [0.317, 5.155, 1.642], [-3.951, -0.234, -2.543], [-0.528, -2.461, -5.245], [1.494, -5.827, 3.031], [1.465, 4.868, -3.305], [-0.370, 3.263, 0.326], [2.219, 4.155, -4.229], [-1.674, -2.188, 0.031], [2.338, -2.421, 6.280], [-6.179, -0.814, -1.848], [-0.484, 2.600, 4.161], [4.424, -1.931, 0.160], [0.239, 4.795, -1.566], [3.774, -0.097, 3.969], [-4.670, 3.140, -6.729], [1.866, 1.063, -2.931], [-1.800, -4.078, -4.663], [-0.656, -1.981, 3.148], [-2.027, 3.314, -1.750], [0.059, -0.124, 4.223], [1.653, 3.981, 0.446], [0.053, 0.297, -3.391], [-1.239, 6.151, 2.728], [-0.247, -2.910, -6.184], [-3.268, -5.625, 2.117], [2.703, 4.666, -5.049], [0.636, -0.690, -5.554], [-3.198, 2.030, -2.086], [2.927, 2.211, -4.804], [-0.855, 2.831, -3.878], [2.494, -7.544, 2.223], [-2.040, -3.999, 3.366], [2.972, -3.082, 6.854], [-3.285, 0.087, -3.330], [3.880, -6.222, 0.679], [1.258, -1.702, 7.987], [-6.331, -1.613, 0.137], [-0.192, -0.216, 6.644], [-4.966, 4.686, -5.886], [-6.234, 3.433, -5.928], [7.655, -0.049, 2.204], [-2.459, 2.782, 0.414], [-2.819, 4.446, -3.783], [-3.997, -1.393, 0.640], [3.238, -2.970, 4.418], [6.805, -1.377, 0.306], [-5.674, -0.030, -3.776], [3.577, -3.816, 0.496], [-2.440, -3.072, -2.538], [-7.229, -0.922, -2.068], [-3.014, 4.649, 1.900], [0.908, -6.399, 3.735], [6.132, 0.545, 4.061], [1.094, 5.815, 1.988], [-2.543, 3.729, -5.380], [1.363, 5.939, -3.405], [-1.998, 1.538, -4.239], [0.651, -3.968, 3.635], [-3.032, -3.655, -0.762]]}

=====

Number 1: calculated total energy -310355.1595 eV. Number 2: calculated total energy -326428.3987 eV.